Record 1
C2H11NO2S | the ωB97M-V functional and the def2-TZVPD basis

Results
Molar mass = 113.2 g mol⁻¹
Maximum force = 0.0435 hartree/bohr
Energy relative to the best compared isomer or geometry (same formula, charge and spin) = 19.0 kcal per mole
E_tot = -686.18514 Eh

XYZ file:
```
17
Properties=species:S:1:pos:R:3:lowdin_charge:R:1
N -1.6620 1.7142 -1.0004 -0.0184
C -1.3718 1.3408 0.4087 -0.3974
C -0.2946 0.3250 0.6136 -0.5540
S -0.1320 0.0823 2.4395 0.6935
H -2.1103 0.9014 -1.4346 0.0600
H -0.8032 1.6436 -1.5589 0.0625
H -2.3296 1.1311 0.8506 0.0919
H -1.2253 2.2959 0.9344 0.1041
H -0.2949 -0.5785 0.0035 0.0682
H 0.6836 0.7118 0.3171 0.0495
H -0.3278 -1.2404 2.4302 -0.1625
O 0.3807 -2.3455 -2.2564 -0.0651
H 0.5369 -2.3519 -3.2134 0.0466
H -0.3586 -2.9557 -2.1561 0.0352
O 2.6741 -0.5727 -1.6879 -0.0666
H 3.4487 -0.0332 -1.4774 0.0409
H 2.2159 -0.7613 -0.8645 0.0113
```

***

Record 2
C44H53FN12S3SeTi | the ωB97M-V functional and the def2-TZVPD basis

Results
Molar mass = 992.0 g mol⁻¹
Maximum force = 0.0440 hartree/bohr
Charge = +2
Energy relative to the best compared isomer or geometry (same formula, charge and spin) = 15.2 kcal per mole
E_tot = -6910.43728 Eh

XYZ file:
```
115
Properties=species:S:1:pos:R:3:lowdin_charge:R:1
Ti 0.9784 0.2795 -0.7048 0.7223
C -0.5616 6.0101 0.3842 -0.3480
S -0.0190 4.7503 1.5688 0.8881
C 0.4773 3.4423 0.5488 -1.0992
S 1.2177 2.1136 1.3111 0.6687
N 0.3575 3.5207 -0.7457 -0.0630
N 0.8843 2.4479 -1.3664 -0.1129
C 1.2800 2.6360 -2.5713 -0.0382
C 2.1015 1.6066 -3.1638 -0.2428
C 2.7030 1.7764 -4.4029 0.0267
C 3.6445 0.8551 -4.8286 0.0017
C 3.9883 -0.1807 -3.9741 0.0033
C 3.3302 -0.2958 -2.7639 -0.1358
N 2.3743 0.5461 -2.3686 -0.0042
H -0.4458 6.9678 0.8852 0.0427
H -1.6059 5.8502 0.1271 0.0273
H 0.0676 5.9612 -0.4986 0.0375
H 1.1359 3.5894 -3.0688 0.1523
H 2.4372 2.6362 -5.0023 0.1317
H 4.1248 0.9624 -5.7914 0.1297
H 4.7604 -0.8898 -4.2350 0.1280
H 3.5982 -1.0774 -2.0724 0.0453
C -2.5825 -3.9944 -0.9497 -0.0318
C -2.0027 -2.8580 -0.0866 -0.3808
C -2.9789 -2.6949 1.0914 -0.0956
C -0.5708 -3.1944 0.3350 -0.1943
C -0.4387 -4.0956 1.3827 -0.0382
C 0.7944 -4.6067 1.7380 -0.0540
C 1.8664 -4.3634 0.9075 -0.0544
C 1.7959 -3.5092 -0.1971 -0.1434
C 2.9791 -3.7546 -1.1611 -0.3351
C 4.3515 -3.3168 -0.6230 -0.1008
C 2.8294 -3.3817 -2.6403 -0.0551
C 0.6035 -2.7557 -0.3550 -0.2137
N 0.5212 -1.5756 -1.2188 -0.0655
C -0.0827 -1.8177 -2.4554 -0.2422
C -0.3168 -3.0756 -3.0246 -0.0368
C -0.8842 -3.1920 -4.2813 -0.0451
C -1.2492 -2.0732 -5.0178 -0.0452
C -1.0505 -0.8102 -4.4781 0.0061
C -0.4883 -0.7435 -3.2314 -0.1956
F -0.3022 0.4847 -2.6132 -0.0301
H -3.6521 -3.8327 -1.0920 0.0929
H -2.4452 -4.9542 -0.4500 0.0956
H -2.1266 -4.0475 -1.9306 0.0493
H -1.9939 -1.9392 -0.6730 0.0869
H -3.3056 -3.6688 1.4573 0.0848
H -3.8743 -2.1665 0.7534 0.0858
H -2.5253 -2.1626 1.9240 0.0310
H -1.3198 -4.4215 1.9185 0.1180
H 0.8956 -5.2693 2.5876 0.1166
H 2.7873 -4.9092 1.0760 0.1230
H 3.0299 -4.8466 -1.1610 0.1382
H 4.5450 -2.2526 -0.7431 -0.0105
H 5.1289 -3.8589 -1.1620 0.0918
H 4.4544 -3.5446 0.4375 0.0768
H 2.3924 -2.4044 -2.8070 0.0347
H 2.2150 -4.1115 -3.1615 0.0845
H 3.8146 -3.4027 -3.1094 0.0924
H -0.0242 -3.9550 -2.4717 0.1245
H -1.0472 -4.1793 -4.6927 0.1237
H -1.6855 -2.1807 -6.0002 0.1186
H -1.3288 0.0904 -5.0095 0.1282
C -2.6753 2.6719 -0.0149 -0.1851
N -4.0878 3.0222 -0.0910 -0.0748
C -4.8835 1.7940 -0.1345 -0.1665
N -4.5041 0.9392 -1.2570 -0.0770
C -3.0879 0.6225 -1.1428 -0.1911
N -2.2263 1.8200 -1.1298 -0.0793
C -2.5047 2.5721 -2.3738 -0.1740
N -3.9111 2.9258 -2.5043 -0.0796
C -4.3039 3.7404 -1.3550 -0.1527
C -4.7070 1.6975 -2.4979 -0.1518
H -2.4790 2.1498 0.9240 0.1048
H -2.0978 3.5935 -0.0377 0.0793
H -5.9371 2.0596 -0.2279 0.1324
H -4.7385 1.2383 0.7983 0.1119
H -2.8065 -0.0053 -1.9929 0.1202
H -2.9180 0.0710 -0.2146 0.0755
H -2.2201 1.9566 -3.2297 0.1126
H -1.8994 3.4826 -2.3665 0.1219
H -5.3592 4.0014 -1.4394 0.1327
H -3.7078 4.6554 -1.3506 0.1260
H -4.4156 1.0724 -3.3446 0.1294
H -5.7632 1.9522 -2.5908 0.1326
C 2.0054 -1.5006 3.4596 -0.0094
N 2.7380 -0.2565 3.3346 -0.0348
C 3.2885 0.2370 2.2220 -0.6786
Se 3.1566 -0.4640 0.4947 0.9125
N 3.9762 1.3425 2.5361 0.1195
C 3.8031 1.6346 3.8769 -0.1687
C 4.2202 2.6968 4.6672 0.0156
C 3.8099 2.6877 5.9858 -0.0540
C 3.0191 1.6525 6.5024 -0.0596
C 2.6123 0.5899 5.7184 -0.0002
C 3.0148 0.6027 4.3895 -0.1542
H 1.8865 -1.9593 2.4814 0.0453
H 1.0237 -1.3076 3.8882 0.0814
H 2.5548 -2.1824 4.1096 0.1166
H 4.4587 1.9117 1.8608 0.1674
H 4.8245 3.4986 4.2655 0.1243
H 4.1047 3.4995 6.6362 0.1169
H 2.7182 1.6910 7.5405 0.1152
H 2.0049 -0.2104 6.1193 0.1212
S -0.6039 -0.3914 1.3834 0.7744
C -1.1802 0.4227 2.7563 -0.7122
N -2.5410 0.4871 2.9045 0.0899
C -3.1282 1.1800 3.9004 -0.0151
C -2.3469 1.8174 4.8169 0.0022
C -0.9635 1.6063 4.7083 -0.0594
N -0.4100 0.9239 3.7266 0.0802
H -3.1021 -0.0080 2.2209 0.1210
H -4.2089 1.1930 3.9243 0.1486
H -2.7764 2.4124 5.6071 0.1235
H -0.2827 1.9975 5.4577 0.1262
```

***

Record 3
C36H55N9 | the ωB97M-V functional and the def2-TZVPD basis

Results
Molar mass = 613.9 g mol⁻¹
Maximum force = 0.1125 hartree/bohr
Energy relative to the best compared isomer or geometry (same formula, charge and spin) = 78.7 kcal per mole
E_tot = -1897.32529 Eh

XYZ file:
```
100
Properties=species:S:1:pos:R:3:lowdin_charge:R:1
C 3.0848 -5.0411 -6.9922 -0.1656
C 4.2410 -5.3183 -7.7493 -0.0800
C 3.7810 -6.3983 -8.5462 -0.1279
N 2.4682 -6.6666 -8.2109 -0.0277
C 1.9729 -5.8214 -7.2488 -0.1160
H 2.9575 -4.1737 -6.3614 0.0838
H 5.2008 -4.8302 -7.8324 0.0880
H 4.3324 -6.9847 -9.2663 0.0975
H 1.9257 -7.3899 -8.6610 0.1412
H 0.9268 -5.7342 -6.9947 0.1067
C -12.9694 1.8866 -1.1696 -0.1165
C -13.1234 1.4313 0.1035 -0.1511
C -11.8772 1.0460 0.6192 -0.1253
N -10.9456 1.3682 -0.3411 -0.0177
C -11.5461 1.9285 -1.4254 -0.1127
H -13.7802 2.2470 -1.7854 0.0870
H -14.1057 1.3651 0.5473 0.0927
H -11.6659 0.5275 1.5428 0.0981
H -9.9521 1.2315 -0.2214 0.1480
H -10.9027 2.2438 -2.2335 0.0973
C 7.3937 8.3847 4.1631 -0.1322
C 7.7280 7.0757 4.5495 -0.1101
C 8.8426 7.1888 5.3675 -0.1439
N 9.2531 8.4945 5.3789 -0.0095
C 8.3785 9.2420 4.5960 -0.1320
H 6.5498 8.7470 3.5948 0.0907
H 7.0969 6.2217 4.3524 0.0898
H 9.3950 6.5040 5.9939 0.1024
H 9.9031 8.9387 6.0117 0.1432
H 8.6055 10.2950 4.5179 0.1016
C -5.9295 -0.5542 -7.0190 -0.1188
C -6.0437 0.0768 -8.2198 -0.1225
C -6.4759 -0.8970 -9.1664 -0.1848
N -6.7810 -2.0214 -8.5928 0.0137
C -6.4886 -1.8265 -7.2447 -0.1301
H -5.5392 -0.1376 -6.1022 0.0971
H -5.7415 1.0985 -8.3963 0.0882
H -6.4816 -0.8344 -10.2446 0.1060
H -7.1529 -2.8138 -9.0967 0.1586
H -6.6759 -2.6272 -6.5446 0.0927
C -7.5136 3.3893 6.6150 -0.0778
C -6.1397 4.1017 7.0166 -0.2582
C -6.0947 4.5672 8.4515 -0.2082
C -6.8051 5.8276 8.6215 -0.2401
N -7.3699 6.7956 8.6993 0.1532
H -7.5671 2.7437 7.4915 0.0571
H -7.3700 2.7663 5.7322 0.0654
H -8.4235 3.9895 6.6222 0.0692
H -5.8556 4.9701 6.4223 0.1042
H -5.4494 3.3099 6.7256 0.1020
H -5.0288 4.5845 8.6785 0.1207
H -6.5966 3.8140 9.0589 0.1125
C 0.5386 5.8969 -9.7464 -0.1172
C 0.8559 4.4763 -10.1835 -0.2341
C 0.6583 3.3594 -9.0544 -0.1623
C 1.7024 3.3110 -8.0331 -0.2571
N 2.5394 3.2251 -7.1849 0.1183
H -0.5384 6.0612 -9.7114 0.0705
H 0.8377 6.5723 -10.5480 0.0751
H 0.9445 6.0830 -8.7520 0.0768
H 1.8870 4.4455 -10.5357 0.1013
H 0.2628 4.2781 -11.0763 0.0991
H 0.6797 2.2965 -9.2946 0.1152
H -0.1398 3.6216 -8.3598 0.1145
C 8.7003 -4.2713 0.9305 -0.1257
C 8.8852 -5.5928 0.2806 -0.2948
C 8.4225 -6.7707 1.1229 -0.1814
C 6.9192 -6.8710 1.2217 -0.2138
N 5.7932 -6.9902 1.3463 0.1315
H 7.6328 -4.0515 0.9129 0.0739
H 9.0465 -3.4243 0.3382 0.0757
H 9.0454 -4.1242 1.9539 0.0837
H 9.9653 -5.6668 0.1535 0.1069
H 8.4706 -5.7220 -0.7191 0.1177
H 8.8103 -6.5757 2.1228 0.1121
H 8.8696 -7.6900 0.7446 0.1141
C 1.1850 0.8314 2.3134 -0.1146
C 1.6142 1.3441 0.9128 -0.2234
C 0.5728 0.9211 -0.2469 -0.1697
C -0.8527 1.0828 0.1854 -0.2125
N -2.0011 1.2610 0.4848 0.1185
H 1.2186 -0.2576 2.3485 0.0721
H 0.1540 1.0950 2.5491 0.0580
H 1.8503 1.2241 3.0823 0.0677
H 2.6321 1.0150 0.7041 0.0987
H 1.5797 2.4303 0.8286 0.0954
H 0.7570 -0.1222 -0.5033 0.1044
H 0.8268 1.5314 -1.1135 0.1054
C 1.4198 -5.6030 9.0174 -0.1064
C 2.6016 -6.5883 8.7761 -0.2535
C 3.0125 -7.2443 10.0786 -0.2020
C 3.8089 -6.3474 10.9944 -0.2097
N 4.4385 -5.7344 11.7369 0.1285
H 1.7590 -4.7707 9.6341 0.0683
H 0.4987 -5.9980 9.4461 0.0727
H 1.1283 -5.0911 8.1003 0.0653
H 3.4547 -6.0745 8.3329 0.1095
H 2.2476 -7.3436 8.0744 0.1045
H 3.5647 -8.1782 9.9740 0.1112
H 2.0947 -7.5906 10.5538 0.1116
```

***

Values for Kohn-Sham gap, eV, ordered as above
9.6, 6.3, 8.6